84
Properties=species:S:1:pos:R:3 method="wB97M-V/def2-TZVPD" homo_energy_ev="-10.0 / -10.0" gap_ha="0.2136 / 0.2125" total_charge=+1 fmax_ev_per_a=2.21 energy_ha=-2865.80363
Ir -1.21 -0.48 -1.46
C 3.46 0.21 0.20
Sb 1.30 0.17 -0.17
C 0.69 -1.54 -1.56
C 1.10 -0.99 -2.83
C 0.67 -1.52 -4.07
C 1.23 -1.04 -5.23
C 2.17 -0.01 -5.15
C 2.47 0.52 -3.91
N 1.96 0.04 -2.78
Si 1.39 -3.29 -1.28
C 0.68 -4.19 0.24
C 1.08 -4.39 -2.81
C 3.28 -3.08 -1.16
C 0.33 0.15 1.88
C -0.86 -0.73 1.85
C -1.66 -0.85 2.99
C -2.71 -1.74 3.02
C -2.97 -2.51 1.89
C -2.19 -2.29 0.78
N -1.19 -1.40 0.74
Si -0.31 1.98 2.07
C -0.53 2.50 3.89
C 0.85 3.24 1.25
C -2.02 2.02 1.22
Si 1.60 -0.44 3.23
C 2.38 -2.08 2.63
C 2.89 0.94 3.52
C 0.84 -0.84 4.92
H 3.95 -0.18 -0.69
H 3.76 -0.34 1.08
H 3.74 1.26 0.31
H -0.09 -2.29 -4.08
H 0.94 -1.45 -6.18
H 2.63 0.38 -6.05
H 3.16 1.34 -3.81
H -0.13 -4.84 -0.06
H 0.32 -3.53 1.01
H 1.45 -4.82 0.68
H 0.03 -4.50 -3.04
H 1.48 -5.38 -2.61
H 1.59 -4.00 -3.68
H 3.61 -2.64 -0.22
H 3.65 -2.46 -1.97
H 3.78 -4.04 -1.25
H -1.43 -0.24 3.85
H -3.31 -1.85 3.92
H -3.76 -3.24 1.88
H -2.35 -2.84 -0.13
H 0.37 2.34 4.47
H -1.35 1.99 4.38
H -0.75 3.56 3.93
H 1.83 3.27 1.71
H 0.43 4.24 1.35
H 0.98 3.06 0.19
H -2.79 1.65 1.88
H -2.02 1.40 0.33
H -2.30 3.03 0.93
H 2.44 -2.16 1.55
H 1.79 -2.92 2.98
H 3.38 -2.21 3.03
H 3.24 1.42 2.62
H 3.75 0.53 4.04
H 2.48 1.72 4.16
H 0.15 -1.68 4.87
H 0.31 0.00 5.36
H 1.63 -1.12 5.61
I -3.88 -0.82 -2.06
C -4.02 1.34 -1.89
C -5.24 1.90 -1.66
C -5.36 3.30 -1.66
C -4.27 4.08 -1.93
C -3.00 3.51 -2.16
C -1.88 4.30 -2.47
C -0.66 3.73 -2.68
C -0.49 2.35 -2.49
C -1.54 1.52 -2.18
C -2.84 2.09 -2.08
H -6.11 1.29 -1.48
H -6.33 3.74 -1.46
H -4.36 5.15 -1.97
H -2.01 5.37 -2.56
H 0.19 4.34 -2.95
H 0.51 1.94 -2.61


15
Properties=species:S:1:pos:R:3 method="wB97M-V/def2-TZVPD" homo_energy_ev=-8.4 gap_ha=0.2769 fmax_ev_per_a=3.47 relative_energy_kj_mol=212.9 energy_ha=-631.51007
C -1.12 1.97 -0.32
C -0.71 0.75 -0.48
C 0.04 -0.20 0.36
C 0.05 0.08 1.82
C 0.63 -1.28 -0.18
C 0.99 -1.50 -1.54
S 1.03 -0.58 -2.89
H -1.80 2.42 -1.07
H -0.97 2.57 0.60
H -0.73 0.38 -1.48
H -0.79 0.44 2.41
H 0.95 0.61 1.84
H 0.23 -0.95 2.17
H 1.06 -2.08 0.42
H 1.15 -2.63 -1.66